C40H104N8O12 | ωB97M-V/def2-TZVPD

Geometry as XYZ:
```
164
Properties=species:S:1:pos:R:3:forces:R:3:lowdin_charge:R:1
C 1.060 1.939 -3.485 -0.970 -0.671 -0.614 -0.1112
O 1.008 2.902 -2.468 0.045 0.183 0.280 -0.1869
C -0.277 3.080 -1.886 0.349 -1.255 0.071 -0.2163
C -0.099 3.968 -0.694 -1.037 0.602 1.362 -0.4327
C -1.351 4.022 0.237 0.412 0.579 -1.194 -0.0514
N 0.132 5.340 -1.151 0.122 0.277 0.328 0.0423
H 0.097 1.914 -4.020 0.290 0.429 -0.418 0.0919
H 1.129 0.885 -3.178 0.384 0.270 0.610 0.0660
H 1.892 2.161 -4.151 -0.111 0.104 -0.034 0.0868
H -1.017 3.469 -2.594 0.253 0.513 -0.123 0.1296
H -0.698 2.096 -1.626 0.216 -0.082 0.390 0.1219
H 0.691 3.664 0.005 0.348 -0.570 -0.623 0.1281
H -1.612 3.071 0.693 -0.011 -0.041 -0.044 0.0538
H -2.177 4.426 -0.353 -0.244 -0.222 0.144 0.0809
H -1.139 4.769 1.003 -0.049 -0.176 0.213 0.0616
H 1.080 5.453 -1.496 -0.068 -0.156 -0.138 0.0760
H 0.073 5.925 -0.321 0.040 0.207 -0.226 0.0657
C -4.498 -6.243 2.310 -0.374 -0.105 0.009 -0.1084
O -4.132 -4.990 1.760 0.859 -0.324 0.200 -0.1702
C -3.969 -3.938 2.691 -0.990 0.522 -0.241 -0.2121
C -2.642 -3.737 3.444 0.439 0.816 -0.591 -0.4144
C -2.228 -4.949 4.248 -0.933 -0.364 0.643 -0.0651
N -2.766 -2.544 4.325 0.027 -0.983 -0.274 0.0482
H -4.044 -6.421 3.283 -0.246 0.027 0.042 0.0616
H -4.194 -7.066 1.663 0.230 0.278 -0.249 0.0886
H -5.589 -6.298 2.365 -0.040 -0.007 0.322 0.0891
H -4.209 -3.061 2.082 0.537 0.260 0.032 0.1233
H -4.796 -3.906 3.418 0.082 -0.538 0.272 0.1279
H -1.878 -3.391 2.740 0.085 -0.698 -0.303 0.1185
H -2.161 -5.869 3.670 0.474 0.222 -0.231 0.0720
H -3.078 -5.149 4.919 0.083 -0.003 0.126 0.0874
H -1.374 -4.828 4.913 0.242 0.236 -0.353 0.0728
H -2.982 -2.885 5.256 -0.396 0.457 0.037 0.0789
H -3.506 -1.968 3.940 -0.147 0.126 0.532 0.0661
C 0.205 -6.998 -10.944 -1.114 -0.975 0.858 -0.1157
O 0.860 -6.028 -10.168 0.132 0.069 -0.720 -0.1888
C 0.166 -5.605 -9.018 0.154 -0.336 0.893 -0.2253
C 0.843 -4.305 -8.584 -0.144 0.548 -0.680 -0.4365
C 0.386 -3.757 -7.248 -0.382 -0.641 0.467 -0.0754
N 0.644 -3.263 -9.597 0.490 0.155 0.702 0.0366
H -0.557 -7.490 -10.322 -0.124 0.110 -0.094 0.0813
H 0.831 -7.847 -11.222 0.560 0.470 -0.193 0.0845
H -0.327 -6.610 -11.815 0.273 0.303 -0.089 0.0864
H -0.917 -5.476 -9.144 0.063 0.315 -0.541 0.1271
H 0.226 -6.402 -8.259 0.282 0.119 0.147 0.1260
H 1.919 -4.495 -8.575 0.021 -0.129 0.198 0.1390
H -0.681 -3.518 -7.269 0.007 0.110 -0.123 0.0796
H 0.927 -2.868 -6.933 0.104 0.025 -0.249 0.0748
H 0.493 -4.509 -6.461 0.101 -0.007 -0.017 0.0734
H -0.310 -2.933 -9.596 -0.064 -0.081 -0.382 0.0674
H 0.991 -3.545 -10.499 -0.354 -0.050 -0.166 0.0654
C 7.149 -1.743 -0.949 -0.340 0.350 -0.175 -0.0783
O 6.692 -0.818 -1.933 0.717 0.290 0.587 -0.1903
C 5.780 0.129 -1.426 -1.765 -0.021 -0.090 -0.2228
C 5.539 1.208 -2.481 0.909 -0.684 -1.587 -0.3935
C 5.341 0.487 -3.855 0.038 -0.377 0.134 -0.0658
N 6.704 2.089 -2.607 -0.454 0.279 1.095 0.0286
H 6.943 -1.366 0.056 -0.217 -0.168 0.033 0.0782
H 8.232 -1.862 -0.993 -0.037 -0.106 -0.399 0.0853
H 6.625 -2.681 -1.137 0.204 -0.189 0.351 0.0889
H 4.779 -0.312 -1.275 0.138 -0.400 -0.164 0.1020
H 5.994 0.452 -0.403 0.734 0.501 -0.274 0.1046
H 4.616 1.760 -2.305 0.184 0.180 0.542 0.1290
H 4.862 1.109 -4.612 -0.280 0.116 0.265 0.0687
H 4.813 -0.464 -3.743 -0.295 0.175 -0.109 0.0649
H 6.305 0.223 -4.293 0.109 -0.016 0.266 0.0710
H 7.516 1.493 -2.700 0.120 0.179 -0.274 0.0660
H 6.604 2.700 -3.404 0.208 -0.080 -0.144 0.0644
C -1.631 0.333 2.549 0.669 0.377 0.282 -0.0731
O -0.244 0.093 2.402 -0.050 -0.566 -0.331 -0.2111
C 0.481 1.162 1.846 0.860 0.151 0.987 -0.2153
C 1.930 0.726 1.590 -0.126 -0.159 -0.921 -0.1879
N 2.030 -0.528 0.832 -0.262 0.596 -0.018 -0.0404
C 1.394 -0.427 -0.500 -0.005 -1.225 0.564 -0.1794
C 1.958 -1.530 -1.384 0.721 0.988 -0.459 -0.2187
O 1.246 -1.531 -2.609 -0.980 -0.498 0.103 -0.1971
C 1.553 -2.636 -3.422 0.786 -1.236 1.336 -0.1123
H -2.102 0.516 1.581 -0.118 -0.006 -0.082 0.0774
H -1.751 1.208 3.198 -0.323 0.130 -0.053 0.0808
H -2.062 -0.528 3.053 0.041 -0.084 -0.107 0.0630
H 0.577 1.953 2.607 -0.453 0.375 -0.232 0.1180
H 0.019 1.546 0.934 -0.100 -0.029 -0.030 0.0953
H 2.529 0.601 2.492 -0.270 0.155 0.200 0.0964
H 2.380 1.534 1.003 0.189 -0.018 0.098 0.1200
H 1.386 -1.120 1.356 0.406 -0.463 -0.155 0.0612
H 1.558 0.524 -1.005 -0.174 0.232 0.323 0.1087
H 0.341 -0.667 -0.318 -0.278 0.542 -0.730 0.1288
H 1.993 -2.473 -0.831 -0.417 -0.253 -0.290 0.1218
H 2.993 -1.277 -1.651 0.151 -0.131 0.366 0.1020
H 0.752 -2.957 -4.083 0.070 0.929 -0.526 0.0779
H 1.658 -3.543 -2.801 -0.016 0.130 0.241 0.0823
H 2.563 -2.529 -3.832 -0.299 0.156 -0.750 0.0888
C -0.857 1.462 6.257 -0.591 -0.167 0.943 -0.1167
O -0.440 0.344 7.021 -0.322 0.232 -0.354 -0.1976
C -0.808 -0.873 6.352 -0.160 0.594 1.268 -0.2149
C 0.334 -1.298 5.463 -0.104 -0.304 -1.062 -0.1973
N 0.463 -2.765 5.335 0.892 0.078 -1.354 -0.0357
C 1.803 -3.126 4.774 -0.531 -0.042 0.637 -0.1872
C 1.974 -2.752 3.289 1.002 -0.564 0.831 -0.2266
O 0.872 -3.148 2.528 -1.689 0.350 -0.811 -0.2302
C 0.761 -4.551 2.240 1.595 0.704 1.372 -0.0596
H -0.650 2.363 6.831 0.624 0.066 -0.238 0.0800
H -1.953 1.467 6.219 -0.102 -0.139 -0.488 0.0887
H -0.427 1.451 5.257 0.095 0.305 -0.077 0.0757
H -1.769 -0.717 5.854 0.210 -0.007 -0.432 0.0875
H -1.055 -1.561 7.165 0.533 -0.393 -0.179 0.1213
H 1.263 -0.845 5.817 -0.022 -0.228 0.458 0.1272
H 0.199 -0.876 4.458 -0.060 0.146 0.183 0.0978
H -0.040 -2.970 4.466 -0.929 -0.066 0.671 0.0577
H 1.860 -4.211 4.880 0.261 -0.021 0.021 0.0965
H 2.581 -2.683 5.399 0.136 -0.028 -0.175 0.1160
H 2.886 -3.241 2.914 0.020 0.038 -0.005 0.1274
H 2.145 -1.680 3.180 -0.382 -0.040 -0.138 0.1020
H 0.921 -5.062 3.194 -0.020 -0.452 -0.185 0.0795
H 1.608 -4.758 1.586 -0.267 -0.600 -0.337 0.0914
H -0.208 -4.866 1.873 -0.080 0.566 -0.373 0.0828
C -1.470 4.755 4.080 -0.211 -0.105 -0.350 -0.0999
O -0.287 4.301 4.669 0.347 -0.344 0.181 -0.2317
C 0.431 5.166 5.511 -0.089 0.679 0.597 -0.2293
C 1.774 4.510 5.830 -0.355 0.564 0.108 -0.2039
N 2.429 4.234 4.546 -0.515 0.061 0.868 -0.0418
C 3.223 3.001 4.527 -0.320 0.311 -0.063 -0.1914
C 4.488 3.159 3.701 -0.779 -0.315 -0.227 -0.2290
O 4.864 1.838 3.397 0.510 -1.079 -0.175 -0.2081
C 5.951 1.750 2.496 0.563 1.064 0.503 -0.1025
H -1.655 4.025 3.291 -0.383 0.094 0.006 0.0696
H -1.392 5.740 3.606 0.261 0.077 0.116 0.0916
H -2.312 4.780 4.778 0.038 -0.047 0.095 0.0917
H -0.103 5.396 6.445 -0.126 -0.327 -0.012 0.1249
H 0.561 6.145 5.032 0.221 -0.104 -0.245 0.1247
H 1.577 3.613 6.434 0.082 -0.072 -0.161 0.1102
H 2.320 5.215 6.467 0.200 -0.133 -0.151 0.1168
H 1.582 4.046 4.021 0.503 -0.057 -0.792 0.0755
H 2.586 2.239 4.069 0.411 -0.338 0.005 0.1014
H 3.478 2.654 5.530 -0.053 0.102 0.044 0.1232
H 5.270 3.710 4.235 0.066 -0.066 0.017 0.1245
H 4.230 3.715 2.792 0.130 0.042 -0.075 0.1229
H 6.681 2.488 2.852 0.133 0.248 -0.594 0.0859
H 5.632 1.952 1.472 0.062 0.177 -0.064 0.0777
H 6.535 0.830 2.509 -0.779 -0.492 0.345 0.0817
C -7.874 3.844 -5.529 1.016 0.834 -0.348 -0.1115
O -7.242 3.802 -4.270 -0.475 -0.855 0.356 -0.1904
C -5.841 3.821 -4.338 0.654 0.647 -0.280 -0.2527
C -5.202 3.373 -3.044 -0.888 -0.130 0.543 -0.2043
N -5.266 1.896 -2.921 -0.104 0.689 -0.324 -0.0578
C -5.437 1.437 -1.538 1.124 -0.544 -0.237 -0.2015
C -4.383 1.993 -0.569 -1.626 0.737 0.183 -0.1870
O -5.009 3.059 0.168 0.596 0.050 -0.308 -0.2200
C -5.743 2.673 1.298 -0.108 0.675 0.401 -0.1259
H -8.934 3.993 -5.364 -0.098 -0.248 -0.109 0.0874
H -7.620 3.001 -6.180 -0.345 -0.439 0.355 0.0871
H -7.465 4.696 -6.094 -0.324 0.235 0.062 0.0858
H -5.526 4.857 -4.534 0.078 -0.086 -0.121 0.1268
H -5.459 3.195 -5.157 -0.134 -0.037 -0.028 0.1278
H -5.779 3.787 -2.206 0.123 0.436 -0.116 0.1209
H -4.206 3.815 -3.007 0.211 -0.436 0.092 0.1134
H -6.176 1.723 -3.344 0.228 -0.472 -0.246 0.0959
H -5.259 0.357 -1.549 -0.660 -0.052 -0.084 0.1140
H -6.436 1.717 -1.194 0.023 -0.308 0.406 0.1195
H -3.567 2.429 -1.141 0.203 -0.080 0.222 0.1023
H -4.043 1.241 0.145 0.233 -0.121 -0.144 0.1045
H -6.302 3.564 1.591 0.068 0.004 0.123 0.0896
H -5.075 2.417 2.127 0.001 -0.242 0.034 0.0821
H -6.504 1.895 1.174 0.272 -0.264 -0.421 0.0857
```
Forces are in eV/Å.

Summary:
LUMO level ... 0.0154 Ha
Energy relative to the best compared isomer or geometry (same formula, charge and spin) ... 8.2 kcal per mole
SMILES string ... COC[C@H](C)N.COC[C@H](C)N.COC[C@H](C)N.COC[C@H](C)N.COCCNCCOC.COCCNCCOC.COCCNCCOC.COCCNCCOC
Total energy ... -79647.41043 eV